Below is an isolated molecule of C5H8S at a distorted geometry, with properties calculated with wB97M-V/def2-TZVPD.

```
14
Properties=species:S:1:pos:R:3:forces:R:3
S 1.22392 1.09936 0.02914 2.42 -1.24 -0.59
C -0.50624 -0.89866 0.54884 -1.21 -0.45 -2.07
C -1.62394 1.26810 -0.16318 1.78 0.31 0.08
C 3.02178 -1.13898 -0.05730 2.38 -2.46 -0.69
C -0.49278 0.23342 -0.48265 -2.02 -0.39 1.49
C 2.23043 -0.23378 -0.17307 -3.92 4.73 0.67
H 3.93221 -1.66104 -0.18855 0.33 -0.29 0.43
H 0.30991 -1.58159 0.43778 0.18 -0.61 -0.08
H -1.71243 1.82954 0.81959 0.55 -1.25 -0.84
H -1.47913 -1.38580 0.69133 0.11 -0.36 -0.81
H -2.56618 0.92710 -0.47270 -1.47 -0.91 0.03
H -0.44719 -0.43546 1.46026 0.74 1.28 2.62
H -0.46221 -0.02536 -1.55721 0.01 0.02 0.60
H -1.42816 2.00315 -0.89228 0.12 1.60 -0.82
```
Forces are in eV/Å.

Properties
total energy: -16143.0086 eV
⟨S²⟩: 2.034
LUMO level (spin up / spin down): 0.923 / -2.714 eV
strongest force on any atom: 6.18 eV/Å
multiplicity: 3
ΔE to the lowest compared entry with this formula, charge and spin: 94.63 kcal per mole

---

Below is an isolated molecule of C6H5NO at a distorted geometry, with properties calculated with wB97M-V/def2-TZVPD.

```
13
Properties=species:S:1:pos:R:3:forces:R:3
O -1.86977 -0.93934 0.02766 -2.07 -3.08 0.61
N 1.76415 -1.07796 -0.03699 -0.91 1.16 0.82
C 0.55242 -1.56365 -0.00181 -0.25 0.24 -0.42
C -2.05987 0.37994 0.03229 -0.09 7.35 0.65
C -0.58340 -0.77022 -0.08466 5.13 2.35 -0.79
C 1.86778 0.29518 0.08427 7.15 -4.83 -1.84
C -0.44026 0.62763 -0.27746 0.08 -2.27 1.24
C 0.92524 1.16489 -0.04086 -5.16 5.50 -0.07
H -2.88492 0.71929 -0.66198 1.06 -0.22 0.83
H -2.01017 1.02612 1.04336 -1.02 -2.16 -1.64
H 1.20139 2.32039 0.09542 -0.97 -2.70 -0.70
H 3.04058 0.40284 -0.10922 -2.63 1.24 1.15
H 0.49683 -2.58510 -0.07002 -0.32 -2.59 0.15
```
Forces are in eV/Å.

Properties
total energy: -9835.9477 eV
LUMO level: 0.537 eV
strongest force on any atom: 8.82 eV/Å
ΔE to the lowest compared entry with this formula, charge and spin: 75.18 kcal per mole

---

Below is a cluster of 8 separate species, C48H43Cl2O16P2 in total at a distorted geometry, with properties calculated with wB97M-V/def2-TZVPD.

```
111
Properties=species:S:1:pos:R:3:forces:R:3
Cl -5.50924 4.15406 3.15875 0.12 -0.55 0.17
Cl -4.54960 2.29154 0.14178 0.45 -0.12 0.14
P -2.72270 3.29053 0.60910 -0.34 1.74 -1.68
P -2.05447 2.27730 2.50884 0.93 -2.42 0.44
O 9.01457 -8.72261 -0.87713 0.03 -0.03 -0.06
O -3.05126 0.71166 -2.31905 0.23 -0.21 -0.20
O -1.48493 9.60307 -2.57290 0.09 0.03 0.03
O 3.32207 0.98759 1.01764 0.37 -0.13 -0.19
O 4.72035 -0.43086 -3.88985 0.02 -0.01 0.07
O -3.53791 5.73185 2.77080 0.26 2.41 -0.91
O 1.30776 7.60030 1.45978 0.03 0.13 -0.05
O 5.71880 -8.07479 -3.30355 -0.29 0.10 0.00
O -9.24301 3.75084 6.09687 -0.11 0.02 -0.02
O 1.71621 -6.34456 3.95903 -0.02 0.03 -0.03
O 10.48783 -10.05296 -5.78848 0.02 0.01 0.08
O -5.77125 1.22777 -6.83276 0.06 -0.05 0.03
O 1.71127 -5.72899 -0.75596 0.10 -0.08 -0.24
O -1.02728 -2.21063 2.10555 0.00 -0.10 0.00
O -11.75724 4.84960 1.56506 -0.03 -0.02 0.09
O -1.71875 2.84063 -0.67447 -0.80 -0.66 0.65
C -3.41928 -0.06270 -4.51031 -0.02 -0.08 -0.13
C 2.62697 0.29021 -1.11501 -0.11 -0.07 -0.13
C -0.84823 9.14031 -1.64717 -0.18 -0.04 -0.06
C 10.78032 -9.04022 -2.40048 0.13 0.00 -0.05
C 4.04949 -6.41634 -3.33261 -0.06 0.09 -0.03
C 0.66393 8.05575 0.53865 -0.04 -0.14 0.11
C 2.97792 -0.06786 -2.34851 -0.04 0.01 0.10
C -2.68895 3.71100 3.69691 -1.64 0.50 1.20
C -0.22218 -3.36944 3.98672 0.05 -0.08 0.16
C -9.71595 4.79381 2.73756 0.06 0.00 0.07
C 0.46869 -4.40828 4.45177 -0.06 0.08 0.03
C 3.64487 0.66547 -0.10355 -0.11 0.06 0.14
C 10.14832 -9.74890 -4.66324 -0.04 -0.02 -0.17
C 5.06847 0.62833 -0.51990 0.12 -0.02 -0.12
C -0.75897 7.69209 0.33043 -0.12 0.00 0.00
C 0.76602 2.06041 1.91600 0.48 0.48 0.90
C 1.27531 9.00288 -0.42678 0.03 0.08 -0.12
C 5.41727 0.27001 -1.75340 0.05 0.04 0.12
C 8.72174 -9.73519 -4.26480 -0.03 0.03 0.10
C -9.81471 4.00254 5.05721 0.16 -0.02 0.06
C 0.95954 0.86608 2.90563 -0.46 0.16 0.16
C -5.39967 1.99950 -4.63922 0.08 -0.04 0.08
C -11.17805 4.59903 2.60268 0.05 0.05 -0.17
C -3.67274 0.82808 -3.35118 -0.03 0.11 0.18
C 0.21703 -4.14430 1.61316 0.07 -0.09 -0.05
C 1.08611 -5.39467 3.53402 0.02 -0.02 0.05
C -0.40170 -3.15591 2.52934 -0.08 0.17 -0.07
C 11.14934 -9.37587 -3.63401 0.05 0.04 0.12
C 4.79886 -7.53721 -2.71869 0.06 -0.01 -0.04
C -11.91137 4.08454 3.78462 -0.04 -0.05 0.13
C 2.62981 -6.26597 -1.33919 -0.08 0.07 0.03
C -9.08202 4.51680 3.87539 0.02 0.06 -0.09
C -1.45878 8.19583 -0.68461 0.04 -0.03 0.07
C -0.29407 3.06734 2.44674 0.02 0.26 -0.56
C 0.90756 -5.18140 2.07926 -0.03 0.01 0.16
C 0.57438 9.50440 -1.43980 0.14 0.03 0.04
C 3.04341 -5.82560 -2.69275 0.06 0.02 -0.11
C 4.38624 -7.97772 -1.36528 -0.05 -0.02 0.08
C -0.22395 4.45121 1.74152 1.24 0.11 0.48
C 8.35162 -9.39962 -3.03091 0.11 -0.19 -0.03
C -4.71674 1.86923 -3.50306 -0.16 0.18 -0.05
C 4.39903 -0.10530 -2.76372 -0.03 -0.02 -0.14
C -4.10251 0.06906 -5.64436 0.10 -0.07 0.06
C -5.14724 1.11080 -5.79657 -0.14 0.10 -0.07
C -11.27942 3.80740 4.92186 -0.14 -0.01 -0.04
C -3.74051 4.65703 3.16440 1.13 -1.48 1.12
C 3.38042 -7.38753 -0.72481 0.06 -0.09 0.03
C 9.35160 -9.02692 -2.00303 -0.05 0.03 0.07
H -3.93126 -0.57075 -6.50111 -0.04 0.03 -0.02
H 5.79787 0.90596 0.23069 -0.04 0.01 0.03
H -12.97942 3.94907 3.66799 0.01 0.01 -0.05
H -6.16512 2.75378 -4.76992 0.00 -0.01 -0.04
H 1.36439 -5.90815 1.42551 -0.02 0.01 0.02
H -1.05596 5.12501 2.01193 0.18 -0.48 -0.26
H -0.01808 3.24621 3.51055 -0.34 -0.14 -0.44
H -8.01392 4.65352 3.98758 0.01 -0.02 0.04
H 12.18684 -9.39234 -3.94328 -0.02 -0.01 -0.04
H 0.31476 -0.01082 2.67282 0.46 0.58 0.06
H -11.79764 3.43053 5.79481 0.04 0.00 0.02
H -2.49750 7.94057 -0.85150 0.01 -0.01 -0.01
H 0.63936 1.22943 3.90292 0.18 -0.33 -0.40
H -1.87242 4.31362 4.13659 -0.38 -0.03 -0.59
H 1.59312 0.32425 -0.79304 0.02 0.03 0.06
H 0.69228 4.96230 2.12006 -0.43 -0.16 -0.27
H 0.61132 -4.58065 5.51123 0.02 -0.03 -0.01
H -0.07690 4.39267 0.64547 -0.45 -0.06 0.46
H 1.73671 2.60528 1.92151 -0.46 -0.18 -0.22
H -3.37239 1.66914 2.60268 -0.06 0.15 -0.02
H 8.00508 -10.01054 -5.02816 0.02 0.01 -0.02
H 6.45045 0.23576 -2.07575 -0.02 -0.01 -0.05
H 1.00353 10.19589 -2.15431 -0.04 0.00 -0.02
H 2.01659 0.56217 3.00437 -0.50 0.02 -0.30
H -2.65365 -0.81728 -4.37977 0.00 0.02 0.05
H 7.31758 -9.38312 -2.72402 0.03 0.03 0.01
H 4.36580 -6.10961 -4.32149 0.03 -0.02 0.01
H -3.15732 3.18758 4.55655 0.25 -0.14 -0.65
H 0.07647 -3.97399 0.55335 0.00 0.01 0.01
H -1.61454 1.50467 3.66909 -0.19 0.27 0.33
H 2.24884 -0.34545 -3.09928 0.03 0.01 -0.03
H 11.49660 -8.76436 -1.63665 -0.04 0.01 0.02
H 2.31443 9.25815 -0.25955 0.00 -0.03 0.04
H -1.58516 1.15772 1.66472 -0.14 -0.03 -0.19
H 4.94537 -8.79804 -0.93286 0.03 0.02 -0.02
H 2.48485 -5.00494 -3.12487 -0.02 0.00 0.04
H 0.58451 1.74422 0.87513 -0.16 0.09 0.42
H -1.90186 1.91251 -0.91339 0.25 0.18 0.14
H -4.88668 2.50839 -2.64479 0.08 -0.06 0.06
H -9.19733 5.17036 1.86496 -0.01 -0.02 -0.01
H 3.06511 -7.69475 0.26475 -0.01 0.03 0.00
H -0.68066 -2.63816 4.64070 -0.01 0.04 -0.06
H -1.19242 7.00069 1.04186 0.01 -0.01 -0.01
```
Forces are in eV/Å.

Properties
total energy: -126847.4779 eV
LUMO level: -0.850 eV
strongest force on any atom: 2.63 eV/Å
total charge: -1

---

Below is a structure of composition C2HBr4NO2 at a distorted geometry, with properties calculated with wB97M-V/def2-TZVPD.

```
10
Properties=species:S:1:pos:R:3:forces:R:3
Br 0.94031 2.01273 -1.07593 -1.50 -1.24 -0.51
Br 0.09964 -2.36951 0.75848 -0.09 -0.87 -0.22
Br 0.34200 0.30912 2.23008 1.38 -0.29 0.80
Br 2.77439 -0.71185 0.31920 -0.44 0.13 0.25
O -1.25796 1.26333 0.65702 -1.59 0.10 -1.20
O -2.16103 -0.43628 -0.37872 -1.00 -1.17 -0.09
N -1.33530 0.43904 -0.28621 0.45 1.95 0.98
C 0.98173 -0.76395 0.89237 0.10 0.19 -0.03
C -0.37997 0.56326 -1.24822 3.83 -0.02 -0.73
H -0.00380 -0.30589 -1.86807 -1.14 1.23 0.74
```
Forces are in eV/Å.

Properties
total energy: -287837.8029 eV
LUMO level (spin up / spin down): -1.575 / -2.343 eV
strongest force on any atom: 3.90 eV/Å
ΔE to the lowest compared entry with this formula, charge and spin: 13.21 kcal per mole

---

Below is the ion C7H12NO with charge +1 at a distorted geometry, with properties calculated with wB97M-V/def2-TZVPD.

```
21
Properties=species:S:1:pos:R:3:forces:R:3
O -1.65033 0.81135 1.20781 1.43 -2.23 -0.39
N 0.27615 -0.06250 -2.19824 0.30 -0.02 0.25
C 0.11786 -0.88976 1.28374 -2.59 1.58 -1.49
C -0.45043 0.49690 1.30485 0.59 -4.27 0.90
C 0.82610 -0.73142 -1.22121 -0.30 0.46 -1.37
C -0.14868 0.74355 -2.98084 0.40 0.35 1.38
C -1.88115 2.18823 1.42591 1.12 0.51 0.66
C -0.08640 -1.36463 -0.23028 0.89 1.48 0.95
C 2.32431 -0.92578 -1.17942 -0.49 0.18 -0.51
H 2.92941 -0.37527 -1.88379 -0.49 0.43 -0.64
H 2.63924 -1.93653 -1.30956 -0.06 -1.03 -0.03
H -0.44546 -1.53880 1.91313 -0.99 -0.49 0.33
H -1.12566 -1.34294 -0.43468 -0.95 0.45 -0.60
H -0.52960 0.75021 -3.96816 -0.20 -0.55 -0.75
H 0.21413 1.24167 1.49723 1.96 2.47 0.17
H -2.22860 2.47479 0.49163 -1.41 1.40 -1.19
H 0.11746 -2.35222 -0.07030 0.78 -2.96 -0.21
H -2.51130 2.08428 2.26399 -1.25 1.26 0.73
H 2.72252 -0.60302 -0.26115 0.43 0.32 1.60
H -0.92136 2.68868 1.65182 -0.73 -0.03 0.05
H 1.10292 -1.01572 1.61887 1.57 0.70 0.16
```
Forces are in eV/Å.

Properties
total energy: -10979.2966 eV
LUMO level (spin up / spin down): -5.324 / -5.323 eV
strongest force on any atom: 4.40 eV/Å
ΔE to the lowest compared entry with this formula, charge and spin: 118.26 kcal per mole
total charge: +1

---

Below is a structure of composition C14H27F6Li2NO6 at a distorted geometry, with properties calculated with wB97M-V/def2-TZVPD.

```
56
Properties=species:S:1:pos:R:3:forces:R:3
F 0.78421 5.30729 -0.54622 -0.10 -0.04 0.00
F -4.64594 -3.33309 4.56340 -0.08 -0.01 0.08
F -1.13296 6.32912 -0.70793 0.34 -0.36 0.25
F -4.29742 -4.96741 3.18454 0.11 0.09 0.17
F -2.77719 -4.41713 4.62916 0.11 -0.07 0.03
F -0.42694 5.61982 1.22326 0.02 0.00 -0.22
O -1.58135 3.72086 -1.46433 -0.12 -0.03 -0.30
O 1.08853 -1.48950 -3.83223 -0.75 0.15 0.90
O -3.37133 -3.20870 1.59312 0.02 -0.31 -0.02
O -1.22593 3.23962 0.69967 0.00 -0.13 0.32
O -0.77792 -0.79161 -1.73975 0.31 -0.33 -0.43
O -2.49451 -1.98026 3.25975 0.21 0.33 0.19
N 2.95059 -0.09322 -0.87584 0.19 -0.27 0.28
C 2.84423 1.65201 -2.62678 0.10 -0.01 0.18
C -1.18183 3.99037 -0.37346 0.23 0.22 -0.08
C -3.71732 -3.94176 3.81861 -0.40 -0.16 -0.12
C 3.38617 -2.57795 -1.01010 0.09 0.07 0.35
C -1.80254 1.91331 0.52571 -0.18 0.40 0.64
C 3.49639 1.19928 -1.32935 0.09 0.22 -0.14
C -0.47232 5.33555 -0.08319 -0.36 0.41 -0.01
C -1.81844 1.27856 1.91444 -0.25 -0.04 -0.46
C 2.65811 -0.07118 0.55947 -0.16 -0.31 0.55
C -3.11544 -2.91323 2.85052 0.11 -0.03 -0.21
C 3.93005 -1.15789 -1.18341 -0.35 -0.20 -0.54
C 1.48675 0.82957 0.87492 -0.49 0.80 -0.39
C -3.78997 -1.29272 0.20702 -0.65 0.61 0.54
C -2.79635 -2.33794 0.59667 0.21 -0.26 -0.54
Li 1.11663 -0.81623 -2.02045 -0.27 0.09 -0.43
Li -0.84045 -1.55492 -3.47484 1.22 0.44 0.46
H 1.32471 1.06089 1.92704 0.15 -0.47 0.13
H -1.04739 1.69685 2.55465 0.20 -0.12 -0.08
H 3.22677 2.62824 -2.92742 0.01 -0.03 -0.07
H 1.59645 1.82017 0.41766 0.14 -0.11 -0.04
H -2.59733 -2.96835 -0.26827 0.09 -0.18 0.18
H 2.40693 -1.09131 0.85951 -0.04 0.03 -0.01
H 1.76936 1.74555 -2.45625 -0.02 0.04 -0.12
H -4.75404 -1.76312 0.00881 0.07 -0.03 -0.28
H 2.99857 0.93885 -3.43662 -0.01 -0.01 -0.01
H -1.70338 0.19958 1.83051 0.10 -0.02 0.18
H -1.20960 1.40754 -0.23226 -0.07 -0.16 0.01
H 3.98544 -3.29271 -1.57316 0.08 0.08 -0.04
H -2.77788 1.46920 2.39375 0.02 0.00 0.07
H -1.85002 -1.94689 0.96073 0.00 0.07 0.07
H -2.82783 2.04818 0.18230 0.11 -0.06 -0.33
H 1.89780 -1.57757 -4.33339 -0.22 -0.09 -0.17
H 3.52444 0.19924 1.18535 0.16 0.13 -0.32
H 4.18527 -1.04529 -2.24190 0.05 0.12 0.10
H 3.33585 1.97684 -0.58173 -0.12 -0.14 0.11
H 4.58779 1.11912 -1.40287 -0.03 0.01 -0.21
H 0.56696 0.43289 0.44249 0.03 -0.19 0.14
H 2.36465 -2.66753 -1.38287 -0.01 0.02 -0.06
H 4.85093 -1.00368 -0.60523 0.00 -0.07 0.04
H -3.97899 -0.59344 1.02838 0.17 0.00 -0.06
H -3.46450 -0.72521 -0.66264 0.02 -0.07 -0.08
H 3.40253 -2.90939 0.03000 -0.07 0.06 -0.02
H -1.28902 -0.62926 -0.94895 -0.01 -0.06 -0.14
```
Forces are in eV/Å.

Properties
total energy: -45449.8443 eV
LUMO level: -0.044 eV
strongest force on any atom: 1.37 eV/Å
ΔE to the lowest compared entry with this formula, charge and spin: 0.00 kcal per mole

---

What is the formula in the sixth record?
C14H27F6Li2NO6

---

Which of these has the highest strongest force on any atom?
C6H5NO

---

Copy entry 2 word for word.
Below is an isolated molecule of C6H5NO at a distorted geometry, with properties calculated with wB97M-V/def2-TZVPD.

```
13
Properties=species:S:1:pos:R:3:forces:R:3
O -1.86977 -0.93934 0.02766 -2.07 -3.08 0.61
N 1.76415 -1.07796 -0.03699 -0.91 1.16 0.82
C 0.55242 -1.56365 -0.00181 -0.25 0.24 -0.42
C -2.05987 0.37994 0.03229 -0.09 7.35 0.65
C -0.58340 -0.77022 -0.08466 5.13 2.35 -0.79
C 1.86778 0.29518 0.08427 7.15 -4.83 -1.84
C -0.44026 0.62763 -0.27746 0.08 -2.27 1.24
C 0.92524 1.16489 -0.04086 -5.16 5.50 -0.07
H -2.88492 0.71929 -0.66198 1.06 -0.22 0.83
H -2.01017 1.02612 1.04336 -1.02 -2.16 -1.64
H 1.20139 2.32039 0.09542 -0.97 -2.70 -0.70
H 3.04058 0.40284 -0.10922 -2.63 1.24 1.15
H 0.49683 -2.58510 -0.07002 -0.32 -2.59 0.15
```
Forces are in eV/Å.

Properties
total energy: -9835.9477 eV
LUMO level: 0.537 eV
strongest force on any atom: 8.82 eV/Å
ΔE to the lowest compared entry with this formula, charge and spin: 75.18 kcal per mole